Record 1
The following is a quantum chemistry calculation of a cluster of 8 separate species, C48H120N8 in total in a non-equilibrium geometry, from the OMol25 dataset.

The orbital gap comes out at 8.61 eV. Its total energy is -2338.75547 a.u. The molecular weight is 809.544 Da. Its HOMO energy is -7.9 eV. As for the SMILES: CCN(CC)CC.CCN(CC)CC.CCN(CC)CC.CCN(CC)CC.CCN(CC)CC.CCN(CC)CC.CCN(CC)CC.CCN(CC)CC.

Structure (ORCA input):
```
! wB97M-V def2-TZVPD RIJCOSX def2/J DEFGRID3
* xyz 0 1
C 3.9069 -4.2171 3.2701
C 4.4279 -5.1704 4.3183
N 5.8371 -5.5125 4.0912
C 6.3750 -6.6287 4.8607
C 5.4698 -7.8390 4.8493
C 6.7513 -4.3961 4.0033
C 7.1219 -3.6921 5.3143
H 4.2081 -4.4742 2.2552
H 4.0764 -3.1537 3.4109
H 2.8147 -4.3316 3.3054
H 4.3616 -4.7496 5.3363
H 3.8529 -6.0887 4.2609
H 7.3112 -6.9068 4.3712
H 6.5599 -6.3337 5.9068
H 4.6170 -7.7292 5.5271
H 5.0710 -8.0241 3.8519
H 5.9853 -8.7159 5.2446
H 6.3024 -3.6564 3.3295
H 7.6208 -4.6920 3.4039
H 6.2185 -3.3776 5.8368
H 7.7128 -2.8069 5.0745
H 7.7222 -4.3310 5.9610
C 2.3800 -0.7294 -2.7195
C 2.2748 -1.1693 -1.2847
N 2.1394 -0.0626 -0.3379
C 2.1320 -0.5621 1.0419
C 3.4408 -1.2255 1.4586
C 0.8927 0.6503 -0.6112
C 0.8803 2.0395 0.0137
H 1.4239 -0.3664 -3.1072
H 2.6064 -1.5712 -3.3817
H 3.1330 0.0395 -2.8925
H 1.4306 -1.8854 -1.2011
H 3.1437 -1.7818 -1.0379
H 2.0366 0.3241 1.6715
H 1.2735 -1.2267 1.2293
H 4.2927 -0.7338 0.9840
H 3.6035 -1.1302 2.5313
H 3.4548 -2.2764 1.1728
H 0.0215 0.0894 -0.2361
H 0.7768 0.7591 -1.6872
H 0.9843 2.0150 1.1014
H -0.0473 2.5583 -0.2319
H 1.7450 2.6147 -0.3224
C -0.9292 5.4157 2.4903
C 0.0755 6.0692 3.4433
N 1.4168 6.1233 2.8989
C 2.0682 4.8308 2.8381
C 2.9518 4.6671 1.6105
C 2.2483 7.1631 3.4800
C 1.9713 8.5358 2.8955
H -1.2504 6.0699 1.6800
H -1.8340 5.2163 3.0840
H -0.6692 4.4326 2.0967
H -0.2626 7.0869 3.6310
H 0.0511 5.5101 4.3959
H 2.5950 4.5588 3.7725
H 1.2753 4.0750 2.8095
H 3.7234 5.4415 1.6015
H 3.3957 3.6732 1.6258
H 2.3500 4.8534 0.7215
H 3.2962 6.8824 3.3850
H 2.0420 7.2511 4.5653
H 2.2759 8.6059 1.8488
H 2.4325 9.3246 3.4878
H 0.8939 8.7197 2.8755
C 2.5466 -5.9037 -3.0510
C 1.5327 -5.2351 -2.1219
N 1.3881 -5.9294 -0.8473
C 0.2573 -5.3993 -0.1121
C -1.0977 -5.6934 -0.7205
C 2.6158 -5.8544 -0.0722
C 2.6307 -6.7466 1.1530
H 3.4418 -5.2791 -3.1482
H 2.1775 -5.9492 -4.0788
H 2.8563 -6.8995 -2.7480
H 1.7848 -4.1750 -1.9526
H 0.5533 -5.2303 -2.5961
H 0.3306 -4.2874 -0.0096
H 0.2683 -5.6776 0.9421
H -1.9113 -5.5650 -0.0097
H -1.1287 -6.7130 -1.1193
H -1.3101 -5.0661 -1.5902
H 3.4186 -6.1968 -0.7283
H 2.8660 -4.8169 0.2226
H 2.2364 -7.7371 0.9384
H 3.6591 -6.7656 1.5167
H 2.0217 -6.3109 1.9480
C 2.3081 0.2114 -6.2708
C 1.4365 -0.3725 -7.3696
N 0.2804 -1.0687 -6.8419
C -0.8428 -1.0363 -7.7607
C -1.5031 0.3348 -7.8475
C 0.5858 -2.4223 -6.4296
C -0.2748 -2.8692 -5.2556
H 2.7691 -0.5931 -5.6828
H 1.6848 0.7815 -5.5848
H 3.1794 0.7542 -6.6373
H 1.1154 0.4486 -8.0143
H 2.0240 -1.0154 -8.0497
H -0.5682 -1.4252 -8.7603
H -1.5945 -1.7468 -7.4080
H -0.8016 1.1521 -7.6935
H -2.0281 0.4960 -8.7880
H -2.2445 0.3969 -7.0469
H 1.6317 -2.4633 -6.1090
H 0.5366 -3.1751 -7.2361
H -0.1843 -3.9450 -5.1157
H -1.3242 -2.6060 -5.4022
H 0.0307 -2.3357 -4.3528
C -4.9463 -0.1620 0.2071
C -4.8553 -0.9741 -1.0846
N -4.1071 -0.4307 -2.1921
C -4.7529 0.7435 -2.7784
C -4.3128 1.0002 -4.2147
C -2.7028 -0.1958 -1.9054
C -1.9412 -1.5043 -1.7729
H -5.4507 0.7952 0.0887
H -3.9545 -0.1076 0.6576
H -5.5451 -0.7519 0.9076
H -4.4664 -1.9692 -0.8348
H -5.8504 -1.2830 -1.4270
H -5.8314 0.5757 -2.7627
H -4.5787 1.6335 -2.1466
H -3.3286 0.5836 -4.4210
H -5.0314 0.5859 -4.9215
H -4.2613 2.0708 -4.4311
H -2.6379 0.4056 -0.9806
H -2.1920 0.3952 -2.6668
H -2.4816 -2.1800 -1.1157
H -0.8917 -1.3853 -1.5093
H -1.8840 -1.9840 -2.7570
C -4.1331 2.6391 2.9682
C -4.1449 1.6744 4.1409
N -3.1550 0.6281 3.9830
C -3.5293 -0.5735 4.7450
C -4.4717 -1.4119 3.8929
C -1.8119 1.0806 4.3242
C -0.7305 0.1824 3.7468
H -3.1193 3.0428 2.8868
H -4.7714 3.5002 3.1691
H -4.3364 2.1051 2.0444
H -4.0554 2.1841 5.1203
H -5.1555 1.2566 4.2088
H -2.6350 -1.1647 4.9373
H -3.9871 -0.2585 5.6925
H -4.6507 -2.4216 4.2639
H -5.4288 -0.9072 3.7477
H -4.0232 -1.4999 2.9019
H -1.6906 1.2208 5.4124
H -1.6332 2.0602 3.8765
H 0.1905 0.7609 3.6457
H -1.0390 -0.1570 2.7567
H -0.4937 -0.7023 4.3398
C -4.1445 7.2299 0.5947
C -3.3911 6.8194 -0.6546
N -3.9970 5.7254 -1.3807
C -4.1436 4.4821 -0.6948
C -2.8778 3.6061 -0.6003
C -3.6787 5.5960 -2.7852
C -3.9206 6.8810 -3.5838
H -4.3343 6.3699 1.2403
H -5.1179 7.6688 0.3735
H -3.5584 7.9266 1.1953
H -3.3494 7.6913 -1.3048
H -2.3504 6.5762 -0.3661
H -4.9263 3.8840 -1.1794
H -4.4913 4.5954 0.3319
H -2.6316 3.1539 -1.5674
H -3.0876 2.7697 0.0701
H -2.0012 4.1731 -0.2834
H -2.6486 5.2437 -2.9683
H -4.3909 4.8477 -3.1493
H -4.9188 7.2428 -3.3337
H -3.1819 7.6544 -3.3828
H -3.8640 6.6453 -4.6464
*
```

Mulliken atomic charge list, values in e, 8 entries:
1 C -1.582
2 C -0.539
3 N 0.169
4 C -0.304
5 C -1.390
6 C -0.651
7 C -1.107
8 H 0.382


Record 2
The following is a quantum chemistry calculation of an isolated molecule of C4H7N3 in a non-equilibrium geometry, from the OMol25 dataset.

The orbital gap comes out at 10.13 eV. Its total energy is -320.84583 a.u. The molecular weight is 97.121 Da. Its HOMO energy is -10.0 eV. As for the SMILES: [H]/N=C(\C#N)NCC.

Structure (ORCA input):
```
! wB97M-V def2-TZVPD RIJCOSX def2/J DEFGRID3
* xyz 0 1
H 2.8585 -1.4143 -0.3977
N 2.1105 -1.4343 0.2977
C 1.4179 -0.3750 0.2316
C 1.7190 0.6714 -0.7582
N 1.9297 1.4595 -1.5802
N 0.3010 -0.1832 1.0666
C -1.0147 -0.5159 0.4974
C -1.6352 0.5919 -0.3555
H 0.2929 0.7532 1.4537
H -0.8927 -1.4360 -0.0824
H -1.6799 -0.7563 1.3344
H -1.0164 0.8379 -1.2247
H -1.7652 1.5086 0.2324
H -2.6253 0.2927 -0.7152
*
```

natural (NBO) atomic charge list, values in e, 8 entries:
1 H 0.348
2 N -0.517
3 C 0.328
4 C 0.178
5 N -0.280
6 N -0.628
7 C -0.213
8 C -0.634


Record 3
The following is a quantum chemistry calculation of an isolated molecule of C4H7NO2, from the OMol25 dataset.

The orbital gap (alpha / beta) comes out at 7.28 / 7.29 eV. Its total energy is -361.73528 a.u. The molecular weight is 101.105 Da. Its HOMO energy (alpha / beta) is -8.6 / -8.6 eV.

Structure (ORCA input):
```
! wB97M-V def2-TZVPD RIJCOSX def2/J DEFGRID3
* xyz 0 1
C -1.6063 -1.3361 0.5350
C -0.5569 -0.6658 -0.2222
C -0.3934 0.7609 0.0177
O -1.1222 1.3906 0.8416
C 1.2190 0.8821 0.2266
O 1.6689 1.0966 1.3174
N 1.9714 0.6771 -0.9013
H -1.3655 -1.1854 1.6023
H -2.5214 -0.7306 0.4370
H -1.7715 -2.3901 0.3129
H 0.0973 -1.1843 -0.9237
H -0.4523 1.0724 -1.0943
H 1.5696 0.8924 -1.8022
H 2.9605 0.8648 -0.7987
*
```

natural (NBO) atomic charge list, values in e, 8 entries:
1 C -0.736
2 C 0.140
3 C -0.033
4 O -0.720
5 C 0.689
6 O -0.533
7 N -0.849
8 H 0.294


Record 4
The following is a quantum chemistry calculation of a cluster of 2 separate species, C3H11N2OS in total in a non-equilibrium geometry, from the OMol25 dataset.

The orbital gap comes out at 6.71 eV. Its total energy is -703.80492 a.u. The molecular weight is 123.201 Da. Its HOMO energy is -2.7 eV.

Structure (ORCA input):
```
! wB97M-V def2-TZVPD RIJCOSX def2/J DEFGRID3
* xyz -1 1
C -1.5700 0.1075 0.5741
C -1.4882 -0.5321 -0.7494
S -0.3485 0.3006 -1.8331
N -1.0161 -0.3563 1.8309
C 0.2891 0.1703 2.3038
N 1.3132 0.6312 1.3633
H -2.6457 0.3028 0.6975
H -1.3105 1.1773 0.3918
H -1.0303 -1.5411 -0.7910
H -2.3454 -0.7080 -1.3842
H -1.0992 -1.3092 1.8898
H -0.1155 1.1790 2.9307
H 0.6890 -0.5926 2.7711
H 1.0674 1.5586 1.0506
H 1.4995 0.0827 0.5538
H 1.7382 -0.5900 -1.9214
H 2.7706 0.1866 -0.9641
O 2.6116 -0.6193 -1.3782
*
```

natural (NBO) atomic charge list, values in e, 8 entries:
1 C -0.268
2 C -0.578
3 S -0.711
4 N -0.656
5 C -0.009
6 N -0.879
7 H 0.164
8 H 0.205